[1]
Below is one molecule with the formula C10H6Br2O in a non-equilibrium geometry, with properties calculated with ωB97M-V/def2-TZVPD.

Each line ends with the Löwdin charge.
Element x y z (Å)
C (-2.101, 0.797, -0.960)  -0.08
C (-0.036, 0.580, -1.889)  0.05
C (-1.571, 0.733, 0.262)  -0.02
C (1.969, 0.405, -0.362)  -0.05
C (1.845, -0.069, 1.980)  -0.22
C (-1.278, -0.150, -1.715)  -0.17
C (0.670, 0.273, -0.717)  -0.23
C (0.727, -0.787, 2.110)  -0.53
C (-1.034, -1.345, -0.717)  -0.69
C (-0.396, -0.341, 0.184)  -0.17
O (2.551, 0.125, 0.791)  -0.02
Br (-0.235, -1.090, 3.690)  0.66
Br (-0.027, -2.793, -1.390)  0.76
H (-2.808, 1.505, -1.279)  0.10
H (0.267, 1.386, -2.447)  0.10
H (-1.839, 1.301, 1.223)  0.14
H (2.786, 0.728, -0.999)  0.15
H (2.574, 0.290, 2.637)  0.10
H (-2.064, -1.547, -0.402)  0.11

Force components x, y, z for each atom (eV/Å):
C -0.131 0.510 1.310
C -1.186 -3.126 1.320
C -0.046 0.102 2.514
C 0.252 -0.127 -0.821
C -0.462 -1.354 -0.601
C 2.220 0.623 -1.548
C 1.641 -0.998 1.382
C -1.400 1.763 -3.025
C -0.947 1.464 0.160
C 0.797 0.347 1.845
O -0.732 0.266 0.089
Br 0.348 0.132 -0.275
Br 0.079 -0.284 0.029
H -0.930 0.609 -0.566
H -0.208 1.843 -1.727
H 0.363 -1.117 -1.659
H -0.515 0.133 -0.609
H 0.316 0.155 2.048
H 0.539 -0.941 0.133

Properties
DFT total energy = -5607.59346 Eh
Spin multiplicity = 1
F_max = 3.8 eV/A
Net charge = 0
ΔE to the lowest compared entry with this formula, charge and spin = 225.0 kJ/mol

---

[2]
Below is a 7-piece molecular cluster, C40H95NO24P6 overall in a non-equilibrium geometry, with properties calculated with ωB97M-V/def2-TZVPD.

Each line ends with the Löwdin charge.
Element x y z (Å)
N (-0.089, 0.417, -0.385)  0.03
C (0.369, -0.713, 0.149)  -0.17
C (1.729, -0.646, 0.194)  -0.11
C (2.099, 0.623, -0.231)  -0.11
C (0.937, 1.299, -0.514)  -0.13
H (-1.079, 0.669, -0.537)  0.11
H (-0.238, -1.618, 0.246)  0.11
H (2.364, -1.498, 0.448)  0.08
H (3.103, 0.935, -0.194)  0.08
H (0.765, 2.347, -0.754)  0.12
C (5.180, 1.418, -2.672)  -0.05
C (4.448, 0.232, -3.406)  -0.22
O (4.009, -0.817, -2.534)  -0.20
P (4.983, -1.856, -1.741)  0.39
O (6.295, -2.092, -2.340)  -0.23
O (5.060, -1.466, -0.190)  -0.23
C (6.158, -0.687, 0.430)  -0.20
C (7.378, -1.597, 0.798)  -0.07
O (4.071, -3.095, -1.495)  -0.16
C (4.229, -4.065, -0.426)  -0.26
C (4.815, -5.296, -1.025)  -0.07
H (6.124, 1.070, -2.226)  0.06
H (5.405, 2.054, -3.512)  0.05
H (4.601, 1.879, -1.926)  0.05
H (3.439, 0.593, -3.778)  0.12
H (4.931, -0.106, -4.278)  0.10
H (6.458, 0.140, -0.270)  0.11
H (5.792, -0.267, 1.340)  0.10
H (7.926, -1.983, -0.108)  0.09
H (8.038, -0.974, 1.349)  0.05
H (7.030, -2.429, 1.409)  0.07
H (4.816, -3.817, 0.452)  0.11
H (3.281, -4.256, 0.006)  0.08
H (5.776, -5.066, -1.481)  0.08
H (4.925, -6.106, -0.238)  0.11
H (4.185, -5.647, -1.816)  0.07
C (0.429, -5.722, 0.139)  -0.04
C (-0.181, -4.476, -0.435)  -0.22
O (-0.938, -4.776, -1.652)  -0.16
P (-1.581, -3.684, -2.517)  0.32
O (-2.724, -3.075, -1.781)  -0.25
O (-0.488, -2.674, -3.054)  -0.16
C (-0.883, -1.303, -3.322)  -0.26
C (0.379, -0.463, -3.573)  -0.06
O (-1.991, -4.480, -3.809)  -0.20
C (-3.122, -5.431, -3.898)  -0.22
C (-3.371, -5.538, -5.383)  -0.06
H (1.063, -6.140, -0.667)  0.10
H (1.048, -5.343, 0.873)  0.02
H (-0.246, -6.432, 0.569)  0.07
H (-0.927, -4.040, 0.204)  0.10
H (0.542, -3.725, -0.745)  0.11
H (-1.554, -1.212, -4.238)  0.14
H (-1.497, -0.949, -2.508)  0.08
H (1.099, -0.540, -2.703)  0.08
H (0.876, -0.830, -4.536)  0.11
H (-0.072, 0.528, -3.640)  0.04
H (-2.770, -6.320, -3.357)  0.12
H (-4.024, -5.012, -3.374)  0.13
H (-3.410, -4.498, -5.660)  0.09
H (-2.590, -6.095, -5.771)  0.06
H (-4.299, -6.017, -5.529)  0.07
C (0.960, 2.990, 3.889)  -0.06
C (-0.420, 3.615, 3.900)  -0.22
O (-1.355, 2.924, 4.781)  -0.20
P (-1.356, 3.233, 6.353)  0.35
O (-1.161, 4.639, 6.712)  -0.23
O (-2.785, 2.679, 6.786)  -0.21
C (-3.265, 2.600, 8.146)  -0.25
C (-4.607, 1.938, 8.092)  -0.07
O (-0.317, 2.236, 6.962)  -0.18
C (-0.497, 0.783, 6.685)  -0.22
C (-0.203, -0.050, 7.945)  -0.06
H (1.597, 3.674, 3.378)  0.07
H (1.374, 2.860, 4.900)  0.08
H (0.976, 2.045, 3.417)  0.05
H (-0.449, 4.665, 4.196)  0.12
H (-0.813, 3.452, 2.900)  0.10
H (-2.466, 2.065, 8.660)  0.11
H (-3.335, 3.598, 8.601)  0.13
H (-5.402, 2.598, 7.772)  0.07
H (-4.525, 1.169, 7.290)  0.09
H (-4.908, 1.443, 9.032)  0.09
H (-1.526, 0.632, 6.364)  0.10
H (0.116, 0.477, 5.879)  0.08
H (-0.795, 0.259, 8.827)  0.07
H (-0.550, -1.105, 7.749)  0.09
H (0.906, 0.023, 8.231)  0.10
C (-5.394, -1.678, 0.229)  -0.07
C (-4.503, -0.624, -0.369)  -0.27
O (-4.765, 0.623, 0.310)  -0.19
P (-4.174, 1.926, -0.340)  0.36
O (-2.737, 1.876, -0.554)  -0.22
O (-4.787, 3.138, 0.548)  -0.19
C (-4.039, 3.341, 1.801)  -0.25
C (-4.842, 4.139, 2.824)  -0.07
O (-4.981, 2.113, -1.698)  -0.22
C (-6.464, 1.946, -1.799)  -0.18
C (-6.894, 3.269, -2.484)  -0.05
H (-6.435, -1.556, -0.071)  0.08
H (-5.018, -2.700, 0.023)  0.09
H (-5.337, -1.618, 1.277)  0.05
H (-3.415, -0.947, -0.174)  0.13
H (-4.639, -0.539, -1.429)  0.11
H (-3.895, 2.372, 2.308)  0.10
H (-3.020, 3.772, 1.439)  0.14
H (-4.218, 4.394, 3.686)  0.07
H (-5.167, 5.077, 2.383)  0.07
H (-5.689, 3.617, 3.288)  0.08
H (-6.598, 1.020, -2.359)  0.12
H (-6.732, 1.847, -0.782)  0.09
H (-6.185, 3.386, -3.257)  0.05
H (-7.902, 3.194, -2.924)  0.08
H (-6.748, 4.127, -1.794)  0.09
C (3.882, 5.249, -8.474)  -0.05
C (2.559, 4.758, -7.872)  -0.24
O (2.840, 3.721, -6.904)  -0.18
P (2.839, 4.133, -5.384)  0.30
O (3.428, 3.182, -4.499)  -0.18
O (3.431, 5.548, -5.383)  -0.20
C (4.867, 5.738, -5.024)  -0.19
C (5.166, 7.179, -5.450)  -0.07
O (1.269, 4.447, -5.134)  -0.19
C (0.373, 3.533, -4.384)  -0.23
C (-0.539, 2.799, -5.349)  -0.09
H (3.886, 5.060, -9.522)  0.06
H (4.016, 6.298, -8.293)  0.06
H (4.679, 4.685, -7.974)  0.08
H (2.017, 5.593, -7.425)  0.11
H (1.929, 4.260, -8.626)  0.12
H (5.056, 5.476, -3.947)  0.14
H (5.355, 5.002, -5.654)  0.10
H (4.503, 7.794, -4.883)  0.06
H (6.178, 7.484, -5.138)  0.08
H (5.074, 7.437, -6.525)  0.08
H (0.890, 2.745, -3.765)  0.11
H (-0.304, 4.161, -3.816)  0.11
H (0.038, 2.144, -6.012)  0.08
H (-1.154, 2.141, -4.681)  0.07
H (-1.280, 3.459, -5.828)  0.08
C (-2.197, -0.290, 3.246)  -0.06
C (-0.857, -0.910, 3.503)  -0.21
O (-0.978, -1.781, 4.740)  -0.19
P (-0.921, -3.377, 4.490)  0.37
O (-0.661, -4.134, 5.737)  -0.24
O (-2.308, -3.626, 3.769)  -0.17
C (-2.945, -4.893, 3.758)  -0.26
C (-2.400, -5.869, 2.725)  -0.04
O (0.122, -3.551, 3.356)  -0.20
C (1.449, -4.095, 3.533)  -0.25
C (2.521, -3.154, 3.092)  -0.06
H (-2.631, 0.102, 4.148)  0.07
H (-2.098, 0.525, 2.551)  0.06
H (-2.865, -1.050, 2.720)  0.10
H (-0.712, -1.524, 2.676)  0.06
H (-0.047, -0.218, 3.663)  0.10
H (-2.875, -5.310, 4.747)  0.11
H (-4.008, -4.637, 3.662)  0.12
H (-1.377, -5.763, 2.816)  0.03
H (-2.589, -6.934, 2.879)  0.09
H (-2.628, -5.502, 1.740)  0.07
H (1.475, -4.375, 4.616)  0.12
H (1.442, -5.036, 2.939)  0.11
H (2.448, -2.155, 3.576)  0.10
H (3.436, -3.686, 3.354)  0.08
H (2.514, -3.077, 1.997)  0.05

Force components x, y, z for each atom (eV/Å):
N -1.888 1.731 0.150
C -0.322 -2.514 -0.411
C 0.380 -1.641 0.552
C -0.271 0.336 0.432
C 0.375 0.842 -0.595
H 0.745 -0.038 0.281
H -0.015 0.591 0.071
H -0.087 0.590 -0.045
H 0.845 0.774 -0.266
H 0.013 -0.465 -0.127
C 0.729 -2.577 -1.823
C -2.367 2.139 1.470
O 1.125 -1.984 1.406
P -0.041 1.145 0.440
O 0.217 0.228 -0.407
O 0.933 1.612 0.777
C 0.937 -1.012 -1.855
C -1.101 -0.015 -1.888
O -1.055 -0.706 0.153
C 0.697 -0.143 -0.361
C 0.443 -1.130 0.709
H -0.172 0.001 -0.206
H 0.133 0.775 0.133
H -0.987 0.652 0.702
H 1.279 0.029 0.375
H 1.166 -0.763 -0.698
H -0.236 -0.792 0.698
H -0.684 0.284 0.452
H -0.762 0.378 0.857
H 0.776 0.418 0.693
H 0.110 0.011 0.028
H 0.479 1.112 -0.350
H -1.384 -0.077 -0.073
H 0.181 -0.076 0.201
H -0.035 0.879 -0.934
H -0.450 -0.431 -0.454
C 0.018 0.280 -2.561
C -1.310 0.072 -1.040
O 1.965 -1.539 0.605
P -2.629 1.094 0.003
O 0.630 0.287 -0.558
O -0.287 -0.298 0.161
C 0.066 0.219 -1.293
C 0.035 -1.362 0.193
O -0.452 -0.240 -0.312
C 0.221 1.049 1.180
C -0.438 0.817 2.296
H -0.331 -0.246 0.609
H 1.582 0.419 1.847
H -0.547 -0.373 -0.030
H -0.079 0.388 0.733
H 0.385 -0.020 0.363
H 0.817 -0.616 0.897
H 0.100 0.146 0.461
H -0.774 0.206 -1.016
H -0.621 0.829 1.327
H 0.754 0.316 -0.275
H -0.363 -0.018 -0.428
H 0.970 -0.217 -0.289
H 0.027 0.152 -0.884
H 1.466 -0.741 -1.386
H -1.133 -0.569 -0.482
C -0.265 0.762 1.748
C -0.297 -0.563 0.303
O -0.229 -0.222 0.351
P -0.964 0.843 -0.361
O 0.502 -0.189 -0.019
O -0.188 0.099 -0.964
C 0.919 0.704 0.011
C -0.065 -1.502 -0.516
O 0.583 -1.469 0.254
C -0.899 0.462 1.711
C 0.566 -0.172 0.147
H 0.696 0.397 -0.592
H -0.178 0.159 -0.176
H -0.083 -1.000 -0.692
H 0.261 -0.042 -0.228
H -0.404 0.383 -0.028
H -0.455 -0.322 0.496
H 0.178 -0.081 -0.315
H -0.049 0.382 0.056
H -0.224 0.200 0.686
H 0.263 0.310 -0.349
H -0.066 -0.029 0.080
H 0.916 0.028 -0.785
H 0.264 0.215 -0.514
H 0.817 0.901 0.025
H -1.635 -0.374 -0.466
C 0.073 -0.717 -0.855
C 1.994 -1.291 1.095
O -0.351 -0.076 0.298
P -2.083 1.055 -0.741
O 1.059 0.221 0.014
O 0.872 -1.233 0.260
C 0.906 -0.097 0.000
C 0.338 0.597 -0.207
O 0.173 -0.323 0.006
C 2.039 1.451 -0.443
C -0.651 -1.063 1.168
H 0.003 -0.152 -0.058
H -0.281 0.603 -0.479
H -0.070 0.336 1.541
H -1.467 0.699 -0.403
H -0.048 0.266 -0.610
H 0.413 0.044 -0.600
H -1.758 -0.487 1.202
H 0.315 -0.036 -0.232
H -0.261 0.141 0.040
H 0.106 -0.155 -0.689
H -0.336 0.271 -0.080
H -1.187 -0.213 0.875
H 0.640 0.292 -1.161
H 0.339 0.268 0.401
H -0.449 -0.636 -0.338
C -0.451 -0.595 0.892
C 0.120 -0.371 -0.545
O 0.129 -0.144 -0.324
P -3.570 0.300 -0.954
O 1.209 -1.945 1.479
O 1.351 2.027 0.979
C -0.752 -0.080 -0.948
C 0.950 -0.273 0.341
O 0.418 -0.728 0.950
C 0.143 -0.350 -0.955
C -0.623 -0.703 0.915
H 0.297 -0.111 -0.810
H 0.170 0.512 0.032
H -0.008 0.215 -0.372
H -0.156 -0.270 0.062
H 0.175 0.348 0.297
H -0.404 0.548 -1.039
H 0.630 0.006 0.137
H -0.600 0.660 0.239
H -0.201 -0.300 -0.107
H -0.146 -0.677 0.651
H 0.015 1.329 -0.473
H 0.523 0.253 0.585
H -0.344 0.306 -0.195
H 0.371 0.301 -0.621
H 0.675 -0.223 -0.242
C -0.811 -0.787 -0.802
C -1.425 -0.356 1.911
O 0.465 -0.299 -1.395
P -0.489 1.181 2.267
O -0.273 0.407 -1.087
O 0.508 0.378 -0.398
C -1.444 -0.653 0.589
C -1.071 0.721 0.222
O 0.696 -0.218 -1.458
C -1.115 -1.186 1.187
C -0.002 0.059 -0.158
H -0.422 0.072 0.370
H 0.167 0.513 -0.396
H 0.622 0.937 1.041
H 1.120 -1.023 -1.236
H 0.212 0.109 0.152
H 0.292 -0.293 0.520
H 0.203 -0.272 -0.436
H 2.508 0.005 0.085
H -0.588 0.342 0.011
H -0.383 -0.271 -0.615
H 0.498 0.183 -0.853
H 0.263 0.563 0.412
H 0.179 -0.755 -0.375
H 0.353 0.424 0.096
H -0.049 0.343 0.297

Properties
DFT total energy = -5490.29347 Eh
Spin multiplicity = 1
F_max = 3.7 eV/A
SMILES = CCOP(=O)(OCC)OCC.CCOP(=O)(OCC)OCC.CCOP(=O)(OCC)OCC.CCOP(=O)(OCC)OCC.CCOP(=O)(OCC)OCC.CCOP(=O)(OCC)OCC.c1cc[nH]c1
Net charge = 0

---

Among the records above, which one has the lowest F_max?
C40H95NO24P6

---

net charge of number 2 (C40H95NO24P6)?
0

---

F_max of number 2 (C40H95NO24P6)?
3.7 eV/A